# 1
Below is a molecular structure, C42H102AsF6N10O6Pb in a non-equilibrium geometry, with properties calculated with ωB97M-V with the def2-TZVPD basis set.

The geometry in ORCA input format:
```
! RIJCOSX wB97M-V def2-TZVPD def2/J DEFGRID3
* xyz 1 1
Pb -0.95 5.73 -8.19
As -0.17 0.67 -2.29
F -1.21 1.75 -1.33
F 1.27 1.60 -1.71
F 0.93 -0.40 -3.27
F -0.29 1.86 -3.65
F -0.06 -0.47 -0.89
F -1.67 -0.13 -2.91
O 9.12 7.38 -1.99
O 1.31 8.17 -3.00
O -1.00 0.89 -11.68
O 4.36 3.70 -8.69
O -6.00 3.38 -7.24
O 9.61 -6.08 -1.49
N -7.98 3.16 -8.20
N 8.10 -5.30 0.03
N 9.60 5.60 -0.66
N -0.51 -1.17 -12.41
N 2.40 8.58 -1.09
N 6.15 -3.88 5.44
N 0.23 3.96 8.37
N -9.57 -0.19 3.99
N 6.62 3.87 -8.32
N -6.59 -8.85 -0.85
C -9.09 0.50 5.28
C -8.53 -1.03 3.43
C 6.72 5.30 -8.20
C 5.65 1.68 -8.38
C 7.19 -4.69 -0.94
C -7.74 -10.09 1.03
C -7.31 -8.76 0.43
C 1.29 8.33 -1.80
C 0.39 3.16 7.11
C 6.85 -1.66 4.64
C -0.48 6.06 7.29
C -8.51 -0.42 6.37
C 2.52 8.82 0.37
C 8.55 4.74 -1.18
C -6.28 -7.43 -1.18
C 4.70 -3.77 5.24
C -0.84 4.99 8.34
C -5.90 -7.23 -2.62
C 1.52 2.27 9.71
C 10.08 -6.30 0.85
C -0.95 -1.84 -11.20
C -4.31 -9.43 -0.01
C 9.76 6.83 -1.06
C -5.42 -9.77 -0.90
C 9.25 -5.90 -0.34
C 5.47 3.20 -8.53
C -7.59 3.23 -9.62
C -11.44 1.39 3.61
C -7.35 -0.30 2.74
C 0.33 3.24 9.70
C -0.11 8.43 -1.09
C -7.84 2.99 -5.83
C -10.18 0.76 3.04
C -7.22 3.20 -7.14
C -0.18 0.62 -13.90
C 10.84 7.48 -0.28
C -0.59 0.16 -12.50
C -0.64 2.03 6.96
C 3.92 -5.06 4.85
C 5.65 -4.73 7.81
C 6.87 -2.68 5.80
C 6.43 -4.92 6.47
H 0.40 3.98 10.49
H -10.51 0.28 2.11
H -8.71 3.62 -5.65
H -8.96 2.99 -8.05
H 7.48 3.37 -8.14
H -4.67 -9.57 1.01
H 1.93 8.12 0.96
H -7.15 -6.77 -1.15
H -8.22 1.12 5.03
H 4.58 -4.61 7.62
H -5.85 -10.75 -0.66
H -0.50 1.29 7.74
H 0.40 3.79 6.22
H 7.74 5.59 -7.95
H -9.08 -1.65 2.72
H 7.89 -2.88 6.11
H 2.40 2.69 9.21
H -9.83 1.18 5.69
H -7.97 -10.82 0.25
H -1.89 -1.41 -10.86
H -1.67 2.39 7.00
H 6.82 -3.82 -0.40
H -9.44 1.48 2.70
H 1.46 1.36 9.11
H 8.84 3.73 -1.46
H -3.99 -8.39 -0.02
H -5.85 -6.16 -2.82
H 7.57 -0.87 4.85
H -0.85 7.87 -1.65
H 10.66 8.55 -0.18
H -6.56 -7.76 -3.31
H 5.92 -5.53 8.49
H -6.48 -0.93 2.51
H 1.76 2.01 10.74
H 3.55 8.70 0.72
H -5.01 -9.85 -1.90
H 4.29 -3.22 6.09
H -8.13 2.43 -10.13
H 1.36 2.67 7.10
H -0.63 5.67 6.29
H 7.87 -5.27 1.01
H 2.20 9.83 0.61
H -0.77 5.48 9.32
H -0.53 2.67 10.05
H 11.02 -6.77 0.58
H 6.02 5.76 -7.50
H -7.71 4.20 -10.11
H 11.80 7.48 -0.80
H 5.92 1.37 -9.39
H 6.37 -5.37 -1.18
H -7.60 -0.86 5.96
H -12.15 0.62 3.90
H -0.45 9.46 -1.00
H 4.35 -5.47 3.93
H -7.01 0.52 3.37
H -3.46 -10.08 -0.22
H 6.49 5.73 -9.18
H 5.90 -1.26 4.30
H 9.53 -7.01 1.46
H 2.88 -4.78 4.69
H 0.65 -0.02 -14.20
H 10.98 6.99 0.68
H -11.21 2.05 4.45
H -0.98 0.53 -14.64
H -7.10 3.22 -5.06
H 0.13 1.66 -13.82
H 7.24 -2.17 3.75
H -8.24 0.12 7.28
H -0.17 7.87 -0.15
H 10.24 -5.40 1.45
H 5.95 -3.84 8.37
H -7.67 0.15 1.80
H -0.12 -1.71 -13.17
H 4.69 1.27 -8.08
H -0.98 7.02 7.43
H -8.58 -9.86 1.68
H 6.36 1.34 -7.63
H -0.53 1.62 5.95
H 7.68 -4.36 -1.85
H -6.85 -8.15 1.21
H 0.58 6.24 7.49
H -1.18 -2.85 -11.51
H 7.90 5.20 -1.92
H 3.99 -5.84 5.61
H -1.85 4.61 8.25
H 6.43 -2.18 6.66
H -0.20 -1.80 -10.41
H 3.22 8.61 -1.67
H -5.44 -7.08 -0.58
H 10.30 5.19 -0.06
H 4.44 -3.00 4.52
H -4.90 -7.67 -2.69
H -11.91 2.04 2.87
H 7.47 -5.16 6.68
H 6.13 -5.87 6.02
H -8.13 -1.75 4.14
H -8.27 -8.33 0.14
H -8.15 1.95 -5.72
H -9.32 -1.11 6.59
H 7.88 4.68 -0.32
H -6.55 2.92 -9.73
H -6.88 -10.47 1.59
*
```

For the HOMO-LUMO gap, the calculation gives 0.844 eV. For the LUMO energy, the calculation gives -8.55 eV. For the HOMO energy, the calculation gives -0.345 Ha.


# 2
Below is a molecular structure, C42H105BF4N7Na2O14 in a non-equilibrium geometry, with properties calculated with ωB97M-V with the def2-TZVPD basis set.

The geometry in ORCA input format:
```
! RIJCOSX wB97M-V def2-TZVPD def2/J DEFGRID3
* xyz 1 1
Na -1.45 -2.34 2.16
Na 0.70 -2.45 -1.29
F -0.97 -0.91 0.10
F 1.27 -0.85 0.58
F -0.21 -0.01 2.12
F 0.11 1.09 0.11
O 1.66 -1.61 6.24
O -6.01 -3.53 0.02
O 4.71 -0.03 -3.53
O 5.40 2.76 2.18
O 1.07 3.70 -3.43
O -1.04 -1.95 -3.05
O -3.06 -0.98 3.60
O 1.96 -5.18 -5.22
O -1.83 -3.37 6.15
O 2.89 -3.30 -0.76
O -3.70 3.24 1.91
O 5.20 6.62 -7.27
O 0.66 4.35 4.73
O -6.81 0.08 0.73
N 3.78 5.71 -4.93
N 0.10 -2.80 4.35
N 1.63 -0.62 -3.09
N 3.35 2.01 3.97
N -6.38 3.67 0.73
N -3.95 -2.18 1.41
N 1.01 -4.87 -2.28
C 1.46 3.56 -2.09
C -5.15 -2.72 -0.70
C -3.16 -3.42 6.51
C 2.27 -2.46 5.34
C -0.70 -0.79 -3.81
C 2.44 -5.14 -2.17
C 2.65 0.16 -2.40
C 0.36 -5.50 -3.42
C 6.17 7.55 -7.75
C 3.18 6.22 -6.12
C -7.12 1.40 0.40
C -5.50 4.62 1.31
C -6.05 -4.85 -0.45
C 4.01 -0.48 -2.43
C 0.33 0.02 -3.08
C -4.06 -0.27 2.90
C 3.11 4.54 -4.38
C -2.73 -0.46 4.86
C 2.10 -6.58 -5.51
C -7.68 -0.83 0.10
C -4.16 -0.72 1.46
C -0.13 -4.18 4.82
C 1.71 3.47 4.99
C -6.10 2.28 1.07
C 1.45 -0.28 5.83
C 4.34 1.99 1.71
C 4.04 7.28 -6.72
C 0.73 -4.82 -4.69
C 1.48 -2.54 4.05
C 2.01 2.59 3.78
C 2.99 -4.71 -0.84
C 5.85 -0.84 -3.78
C -3.81 -2.66 0.02
C -4.05 4.32 1.11
C -2.58 2.57 1.48
C 3.46 -2.82 0.43
C 1.66 4.80 -4.06
C -0.61 3.74 4.77
C 6.03 3.46 1.14
C 3.77 1.20 2.85
C -2.23 -2.57 -3.51
C -1.52 -4.37 5.26
B 0.03 -0.15 0.75
H 0.47 -6.59 -3.40
H 6.36 8.34 -7.02
H 1.87 -3.29 3.37
H 3.89 -1.57 -2.46
H -5.70 4.81 2.39
H 1.89 -0.81 -4.05
H 2.94 0.57 2.54
H 5.56 -1.81 -4.19
H -4.81 -2.61 1.77
H -0.37 -1.10 -4.82
H -1.81 3.24 1.08
H -2.22 -4.26 4.41
H 1.53 -1.58 3.53
H 4.54 0.49 3.19
H 6.32 2.84 0.28
H 0.94 4.32 -1.46
H -7.69 -0.76 -1.01
H 2.03 3.20 2.87
H 7.09 6.99 -7.93
H -3.92 0.82 2.99
H 0.58 -4.44 5.62
H -1.58 -0.18 -4.05
H 3.16 3.73 -5.13
H -1.69 -5.37 5.67
H 2.54 4.14 5.18
H -4.99 -3.16 -1.70
H -3.38 -2.63 7.22
H -5.05 -5.30 -0.43
H 0.66 -0.19 5.07
H 2.67 -6.20 -2.35
H -3.79 -3.19 5.63
H -7.41 -1.87 0.30
H -5.14 -0.39 1.08
H -5.67 5.61 0.87
H -3.39 -3.67 0.04
H -6.48 -4.90 -1.45
H -3.45 5.21 1.31
H 4.57 -0.20 -1.53
H 6.39 -1.04 -2.84
H 5.44 4.32 0.79
H -3.43 -4.40 6.92
H -7.35 3.91 0.90
H 3.64 4.22 -3.49
H -0.70 -5.24 -3.29
H -2.14 2.00 2.29
H -0.08 -2.21 5.17
H 4.75 5.46 -5.08
H 4.47 -3.21 0.52
H 1.55 2.85 5.88
H -0.07 -4.86 -5.43
H -3.37 -0.23 0.89
H 2.37 0.27 5.54
H 4.34 8.00 -5.94
H 1.04 2.64 -1.68
H -5.01 -0.42 3.45
H 1.16 -7.01 -5.86
H 3.06 5.44 -6.92
H 2.65 1.20 -2.78
H 6.49 -0.32 -4.48
H 3.55 7.82 -7.54
H 0.39 0.98 -3.63
H -6.15 2.11 2.15
H 0.12 -4.84 3.97
H -5.13 2.03 0.67
H 3.39 -1.74 0.43
H -7.03 1.55 -0.69
H -0.58 2.71 4.38
H 6.99 3.83 1.52
H -3.88 4.06 0.05
H -6.62 -5.43 0.26
H 5.87 7.92 -8.74
H -3.62 -0.35 5.49
H 2.99 -4.62 -2.95
H 2.33 0.27 -1.36
H 0.88 -3.76 -4.45
H -8.73 -0.62 0.37
H 2.90 -6.72 -6.24
H 3.30 -2.12 5.18
H 1.08 4.93 -4.97
H -5.58 -1.73 -0.81
H -2.10 -1.20 5.33
H -3.12 -1.99 -0.50
H -0.02 0.21 -2.06
H 1.28 1.78 3.66
H 2.83 -3.13 1.28
H 1.08 0.30 6.68
H -2.23 0.51 4.76
H -3.10 -1.94 -3.32
H 3.99 2.79 4.07
H 1.52 5.70 -3.44
H 2.41 -5.18 -0.02
H 2.54 3.55 -1.95
H 4.03 -5.05 -0.76
H 0.59 -5.18 -1.40
H 2.40 -7.14 -4.61
H -8.16 1.67 0.65
H -2.15 -2.78 -4.59
H -2.36 -3.50 -2.95
H 2.25 -3.42 5.85
H 4.66 1.28 0.93
H -1.33 4.34 4.23
H -0.95 3.60 5.82
H 3.58 2.64 1.25
H 2.15 6.52 -5.95
H -2.84 1.87 0.67
*
```

For the HOMO-LUMO gap, the calculation gives 7.073 eV. For the LUMO energy, the calculation gives -2.89 eV. The value obtained for the relative energy (zero: lowest compared OMol25 entry of this formula, charge and spin) is 0.000 eV. For the HOMO energy, the calculation gives -0.366 Ha.